Entry 1:
Entry from OMol25: C16H18N2O2S as an isolated structure (ωB97M-V/def2-TZVPD).

```
39
Properties=species:S:1:pos:R:3:forces:R:3:nbo_charge:R:1
C -4.4111 -2.0949 -0.4240 3.848 -6.371 -10.561 -0.551
C -2.8561 -1.8053 -0.8489 -5.812 1.535 5.977 -0.052
O -2.0574 -2.1630 0.2046 -6.006 -1.497 1.244 -0.455
C -0.8190 -2.0867 0.1658 3.802 0.633 -2.486 0.337
C -0.1351 -2.6677 1.1587 -3.507 -1.639 4.859 -0.276
C 1.1456 -2.3945 1.4414 2.267 -1.074 2.056 -0.264
C 1.8001 -1.8100 0.5180 2.149 6.893 -11.491 0.165
C 1.1686 -1.2801 -0.9082 -3.444 -2.876 5.665 -0.144
C -0.2333 -1.4481 -0.9584 7.553 -1.775 5.993 -0.277
H -0.6518 -1.2009 -1.7671 -3.896 2.086 -5.851 0.197
H 1.6569 -0.6729 -1.6055 1.171 0.250 -0.854 0.219
N 3.1661 -1.3813 0.3757 1.490 -8.938 5.610 -0.600
C 4.0629 -0.6744 -0.1591 -1.012 8.568 -1.277 0.264
N 3.5186 0.7704 -0.4172 -1.083 -5.078 1.265 -0.641
C 2.2678 1.2531 -0.2198 -0.478 -2.432 8.366 0.160
C 1.6347 1.0376 1.2893 10.345 -3.540 -6.376 -0.162
C 0.5235 1.4720 1.5191 -10.472 6.934 -1.507 -0.311
C -0.2204 2.3766 0.6179 2.579 1.928 -4.833 0.341
C 0.5158 2.7798 -0.7605 -10.342 1.044 8.436 -0.290
C 1.6007 2.1418 -0.8847 6.064 -0.417 -9.425 -0.257
H 2.0342 2.2771 -2.0569 -0.514 -0.184 2.893 0.178
H -0.1816 3.3990 -1.2754 0.773 0.366 -1.291 0.237
O -1.3953 3.0361 0.9903 2.280 -3.767 2.168 -0.514
C -2.1664 3.8004 0.2232 10.821 0.918 -10.749 -0.128
H -2.3592 3.3967 -1.1201 0.313 0.175 3.711 0.077
H -1.4607 4.6836 -0.1992 -2.369 -0.827 1.630 0.173
H -3.0093 3.8340 0.5701 -9.090 1.493 3.853 0.155
H 0.0685 1.6387 2.3987 -1.297 -0.845 3.805 0.217
H 2.1418 0.4450 2.0166 0.715 -0.192 0.206 0.214
H 4.1661 1.2134 -0.9269 2.501 2.322 -2.393 0.397
S 5.6845 -0.6152 -0.2456 1.139 -1.515 -0.181 -0.178
H 3.7707 -2.2435 0.7893 -1.568 2.257 -0.980 0.408
H 1.7714 -2.5983 2.2853 -0.535 -0.686 1.017 0.232
H -0.7265 -3.0909 2.0910 0.795 0.661 -2.409 0.225
H -2.8985 -0.7813 -0.9805 0.434 2.686 0.093 0.169
H -2.6803 -2.1087 -1.7352 1.789 -3.409 -5.924 0.166
H -4.7161 -1.5758 0.2350 -3.160 7.180 9.230 0.166
H -4.5963 -3.1433 -0.0955 0.163 0.563 -0.830 0.207
H -5.1241 -1.7185 -1.3013 1.598 -1.429 1.342 0.194
```
Forces are in eV/Å.

## Properties
- Total charge: 0
- LUMO energy: 0.20 eV

Entry 2:
Entry from OMol25: an isolated ion of composition C2H3O3Si and charge -1 (ωB97M-V/def2-TZVPD).

```
9
Properties=species:S:1:pos:R:3:forces:R:3:nbo_charge:R:1
O -3.4673 -1.3548 1.3515 -0.722 -1.609 0.343 -0.602
C -2.9822 -0.4367 0.7767 0.104 1.770 0.548 0.287
C -2.9132 0.4097 -0.3081 0.063 -0.093 0.452 0.452
O -3.5117 1.4604 -0.5923 0.234 -0.231 -0.115 -0.726
O -1.6185 0.1207 -0.8667 -0.243 -0.037 -1.692 -0.955
Si -0.1246 0.2623 -0.3249 0.850 0.029 -0.241 1.259
H 0.8251 -0.1437 -1.4275 -0.275 0.223 0.078 -0.251
H 0.2455 -0.7072 0.7211 -0.043 0.102 0.396 -0.235
H 0.2114 1.6713 0.0216 0.031 -0.153 0.231 -0.230
```
Forces are in eV/Å.

## Properties
- Total charge: -1
- Structure (SMILES): O=C=C([O-])O[SiH3]
- LUMO energy: 3.79 eV

Entry 3:
Entry from OMol25: one molecule with the formula C6H13NO (ωB97M-V/def2-TZVPD).

```
21
Properties=species:S:1:pos:R:3:forces:R:3:nbo_charge:R:1
C 1.8314 1.7035 -0.4759 1.019 0.240 -0.140 -0.621
C 0.3465 1.8018 -0.7127 -0.383 -0.453 -0.246 -0.396
C -0.3298 0.4442 -1.0529 0.546 1.314 0.848 -0.403
C -0.1633 -0.5487 0.0854 0.387 -0.960 -0.200 -0.163
C -0.6197 -1.9397 -0.3358 -0.457 0.028 -0.827 0.448
O -0.9197 -2.2248 -1.4708 0.085 0.037 0.299 -0.529
N -0.7553 -0.1846 1.3577 -0.561 -0.303 -0.777 -0.626
C 0.1328 0.2397 2.3807 0.632 0.467 0.973 -0.402
H 2.3974 1.4010 -1.3569 -0.280 -0.170 -0.342 0.207
H 2.1308 0.9977 0.2832 -0.156 -0.262 0.424 0.198
H 2.3109 2.6440 -0.1996 -0.339 0.206 0.131 0.215
H 0.1764 2.4879 -1.5385 -0.114 0.087 -0.152 0.208
H -0.1743 2.2366 0.1367 0.088 0.131 0.284 0.190
H 0.1183 0.0864 -1.9726 -0.290 -0.359 -0.155 0.228
H -1.3973 0.6530 -1.1647 0.018 -0.292 -0.392 0.208
H 0.9031 -0.7655 0.2742 -0.030 0.369 -0.051 0.206
H -0.6397 -2.7249 0.4339 0.025 0.084 0.394 0.114
H -1.4831 0.5058 1.2460 -0.161 -0.096 -0.221 0.362
H -0.4803 0.4582 3.2547 0.251 -0.108 0.253 0.203
H 0.7164 1.1424 2.1677 -0.018 0.172 -0.180 0.163
H 0.8718 -0.5271 2.6279 -0.261 -0.133 0.077 0.191
```
Forces are in eV/Å.

## Properties
- Total charge: 0
- Structure (SMILES): CCC[C@H](C=O)NC
- LUMO energy: 0.97 eV

Entry 4:
Entry from OMol25: a 2-piece molecular cluster, C5H13NO overall (ωB97M-V/def2-TZVPD).

```
20
Properties=species:S:1:pos:R:3:forces:R:3:nbo_charge:R:1
C 1.2150 -0.0468 -0.5930 0.554 -0.831 0.318 0.486
C -1.6525 0.4720 0.0663 0.926 -0.334 1.416 -0.673
C 1.5948 1.3789 -0.7770 -0.291 -0.168 -0.025 -0.690
C 0.8020 -0.0327 1.7670 0.665 0.025 1.417 -0.555
C -2.1183 -0.9497 -0.2174 0.013 0.057 0.017 -0.603
N 1.2262 -0.6349 0.6005 -1.073 0.505 -1.712 -0.458
O 1.1596 -0.8008 -1.7412 0.386 0.149 0.284 -0.672
H 0.9133 -1.7167 -1.5568 -0.076 0.188 0.030 0.478
H 1.0765 -1.6385 0.5774 0.025 0.087 0.028 0.396
H -2.4369 1.0353 0.5740 -0.096 0.001 0.017 0.199
H -1.4458 0.9999 -0.8636 0.338 0.070 0.064 0.192
H 2.6392 1.5336 -0.4920 0.015 0.017 0.026 0.229
H 0.9788 2.0395 -0.1703 -0.080 -0.032 0.155 0.243
H 1.4649 1.6672 -1.8170 0.025 -0.093 -0.032 0.242
H 1.2224 0.9381 1.9724 0.039 0.286 -0.176 0.184
H 0.8336 -0.6782 2.6300 0.146 -0.278 0.033 0.186
H -0.7729 0.4015 0.9071 -1.408 0.477 -1.800 0.244
H -3.0492 -0.9715 -0.7845 -0.026 -0.081 -0.050 0.203
H -2.2808 -1.4951 0.7139 -0.023 -0.034 0.004 0.199
H -1.3698 -1.5011 -0.7958 -0.059 -0.013 -0.015 0.171
```
Forces are in eV/Å.

## Properties
- Total charge: 0
- LUMO energy: 0.53 eV

F_max values (in hartree/bohr) by entry order: 0.297; 0.036; 0.032; 0.045.
Energy relative to the best compared isomer or geometry (same formula, charge and spin) values (in kcal per mole) by entry order: 376.60; 19.52; 34.15; 86.01.
Frontier orbital gap values (in eV) by entry order: 7.30; 5.63; 9.88; 6.81.